Computed, not measured: a 3-piece molecular cluster, C16H20N6O3 overall in a non-equilibrium geometry, with wB97M-V/def2-TZVPD.

Results
E_tot: -1175.3812 Eh
Multiplicity: 1
Kohn-Sham gap: 0.2893 Eh
Energy above the lowest of the compared OMol25 structures with the same formula, charge and spin: 17.9554 eV
HOMO level: -7.4124 eV

Each line ends with the natural charge from an NBO analysis.
Positions of all 45 atoms, in Å:
C (-4.686, 0.275, -2.291)  -0.422
N (-4.198, 0.901, -1.134)  -0.430
C (-2.861, 0.728, -0.965)  0.431
C (-2.190, 1.266, 0.318)  -0.157
C (-2.874, 2.120, 1.373)  0.616
O (-2.465, 2.364, 2.486)  -0.621
N (-4.206, 1.898, 1.160)  -0.632
C (-4.802, 1.582, -0.271)  0.817
O (-5.968, 1.707, -0.426)  -0.617
H (-4.881, 2.484, 1.623)  0.415
N (-0.730, 0.744, 0.087)  -0.375
C (-0.519, 0.246, -1.081)  0.584
N (-1.804, 0.332, -1.554)  -0.605
N (0.499, -0.246, -1.505)  -0.575
H (1.395, 0.053, -0.928)  0.426
C (0.647, -1.104, -2.506)  -0.255
H (-0.316, -0.744, -3.085)  0.232
C (0.664, -2.546, -2.144)  -0.219
N (-0.624, -2.990, -1.759)  -0.798
H (-1.349, -2.987, -2.199)  0.346
H (-0.673, -2.415, -0.800)  0.334
H (1.558, -2.889, -1.514)  0.213
H (0.826, -3.206, -3.205)  0.181
H (1.535, -0.921, -3.097)  0.201
C (0.248, 1.193, 1.013)  -0.215
C (1.336, 1.893, 0.793)  -0.187
O (2.405, 1.145, 0.486)  -0.526
C (3.145, 0.203, 1.062)  0.339
C (4.092, -0.703, 0.729)  -0.277
C (4.792, -1.461, 1.460)  -0.231
C (4.777, -1.406, 2.661)  -0.207
C (3.946, -0.395, 3.330)  -0.203
C (3.038, 0.289, 2.575)  -0.292
H (2.407, 1.083, 3.191)  0.224
H (3.830, -0.420, 4.511)  0.224
H (5.346, -2.160, 3.238)  0.214
H (5.566, -1.984, 0.816)  0.217
H (4.030, -0.866, -0.326)  0.196
H (1.178, 2.498, -0.021)  0.218
H (1.878, 2.318, 1.637)  0.231
H (-0.505, 1.611, 2.183)  0.338
H (0.530, -0.116, 1.810)  0.163
H (-3.973, 0.698, -3.105)  0.208
H (-5.624, 0.693, -2.237)  0.251
H (-4.420, -0.763, -2.389)  0.225